Computed, not measured: a 2-piece molecular cluster, C4H15N2 overall in a non-equilibrium geometry, with wB97M-V/def2-TZVPD.

## Properties
Frontier orbital gap = 9.33 eV
DFT total energy = -270.64894 Eh

```
! wB97M-V def2-TZVPD RIJCOSX def2/J DEFGRID3
* xyz 1 1
N 1.405 2.158 0.720
N -1.455 -0.297 1.135
C 2.098 1.718 -0.513
C -1.144 -0.320 -1.291
C -1.196 -1.214 -0.042
C 0.103 -1.951 0.248
H -1.508 -0.806 1.999
H 1.679 0.813 -0.957
H -2.331 0.257 0.969
H -0.875 -0.892 -2.155
H 3.141 1.531 -0.284
H 1.486 1.420 1.429
H 0.426 2.337 0.505
H 2.052 2.527 -1.241
H -2.103 0.172 -1.427
H 0.021 -2.543 1.191
H 0.919 -1.208 0.340
H 0.370 -2.631 -0.633
H -2.025 -1.903 -0.081
H -0.666 0.373 1.234
H -0.397 0.460 -1.148
*
```